Entry 1:
C14H26Cl2O3V as an isolated structure in a non-equilibrium geometry, computed with ωB97M-V with the def2-TZVPD basis set.

Geometry as XYZ:
```
46
Properties=species:S:1:pos:R:3:forces:R:3:mulliken_charge:R:1
C -0.670766 2.596491 -0.154734 -1.4 -0.9 0.7 1.24
C -1.572898 1.966356 0.789506 -0.4 -0.1 -1.0 0.61
C -2.387144 1.010732 0.044872 0.8 1.2 -0.8 0.90
C -1.809164 2.349507 2.216891 -0.2 0.7 0.4 -1.58
C -1.924527 1.088716 -1.347836 -0.7 1.2 1.2 0.99
C -0.948567 2.103855 -1.450579 -0.2 -1.2 0.4 0.62
C -0.224084 2.453034 -2.704323 0.3 -0.1 -0.1 -1.61
C 0.340541 3.623080 0.170805 0.4 0.4 0.0 -1.95
C -3.596518 0.283483 0.494135 -1.7 0.7 0.4 -1.48
C -2.563221 0.359499 -2.478571 0.3 -0.5 0.0 -2.03
V -0.801495 -0.096368 0.721680 4.7 -1.8 -3.5 0.14
Cl -1.617186 -1.027358 2.433700 -0.6 -1.0 1.9 -0.47
Cl 1.229561 0.802738 1.442808 -0.8 -0.3 0.2 -0.41
O -0.914236 -1.402887 -0.568129 -0.1 1.1 0.7 -0.48
H -0.966254 2.927748 2.629975 -0.2 -0.3 -0.2 0.28
H -1.990433 1.500692 2.881035 0.2 0.1 -0.2 0.27
H -2.711912 2.981327 2.296222 0.2 0.0 0.0 0.28
H -3.643970 0.097939 1.583124 0.2 0.0 -0.7 0.32
H -3.715417 -0.655198 -0.045892 0.0 -0.1 0.2 0.32
H -4.487859 0.908530 0.283302 0.0 -0.2 -0.1 0.31
H -2.967962 -0.598904 -2.129366 0.2 0.2 -0.2 0.33
H -1.837286 0.164185 -3.276168 -0.1 -0.1 0.1 0.43
H -3.390679 0.936559 -2.912942 0.1 0.0 0.1 0.28
H -0.263618 1.597216 -3.392795 0.1 0.3 0.1 0.32
H 0.842743 2.613391 -2.489788 -0.2 -0.1 -0.2 0.42
H -0.680489 3.330976 -3.195955 0.2 -0.2 0.1 0.29
H 0.663749 3.602493 1.217872 -0.2 -0.2 -0.2 0.37
H -0.081360 4.620142 -0.037930 0.1 -0.1 0.0 0.33
H 1.232975 3.501109 -0.453660 -0.1 -0.1 0.1 0.42
H -0.133628 -2.075038 -0.521472 -0.2 0.9 1.2 0.41
O 2.552033 0.356719 -1.992465 -4.5 -2.9 0.4 -1.11
H 1.583625 -0.346378 -1.849172 4.4 3.3 -0.6 0.10
C 3.082605 -2.088855 1.910616 0.0 0.3 0.1 -1.69
C 2.309383 -2.788044 0.793255 -0.7 -1.0 0.3 1.91
C 3.133140 -2.624660 -0.494703 -0.5 0.0 0.1 -1.71
C 2.122740 -4.280380 1.114474 0.4 0.0 0.5 -1.92
O 0.987036 -2.414732 0.758388 -0.6 1.6 -1.1 -0.75
H 4.052134 -2.573280 2.058106 0.2 0.0 0.1 0.44
H 2.508308 -2.147398 2.835566 -0.1 0.0 0.1 0.34
H 3.227403 -1.027307 1.660418 0.0 -0.4 0.1 0.26
H 4.148932 -3.039591 -0.364939 -0.2 0.3 0.0 0.38
H 2.643333 -3.193135 -1.287531 0.0 0.0 -0.2 0.36
H 3.131684 -1.564829 -0.771771 0.3 0.0 -0.2 0.39
H 1.474904 -4.318058 2.002134 0.3 -0.2 -0.1 0.35
H 1.560313 -4.730582 0.294631 0.2 -0.1 -0.1 0.39
H 3.073532 -4.783536 1.287206 0.3 -0.5 0.1 0.39
```
Positions in Å, forces in eV/Å.

Lowest unoccupied orbital energy (alpha / beta): 4.790 / 4.790 eV
<S²>: 0.8111
Net charge: -2
Spin multiplicity: 2
Highest occupied orbital energy (alpha / beta): 0.24 / 0.24 eV
F_max: 6.10 eV/Å
Frontier orbital gap (alpha / beta): 4.55 / 4.55 eV

Entry 2:
A 2-piece molecular cluster, C14H26ClF3NO6P2 overall in a non-equilibrium geometry, computed with ωB97M-V with the def2-TZVPD basis set.

Geometry as XYZ:
```
53
Properties=species:S:1:pos:R:3:forces:R:3:mulliken_charge:R:1
C 1.427628 3.514937 -1.937220 0.3 0.1 -0.5 -0.18
C 1.539907 2.604285 -2.750928 -1.4 -0.3 0.0 -0.20
C 1.322186 1.391173 -3.700005 2.2 1.6 0.4 -0.99
P 0.289853 -0.061172 -2.974963 -1.5 1.0 1.5 0.36
C -0.984277 1.082439 -2.113589 -1.2 0.4 0.2 -0.66
C -2.419870 0.472820 -1.883063 -1.6 2.1 0.1 -0.10
O -3.389755 1.223585 -2.096303 1.6 -1.3 -0.2 -0.62
N -2.732779 -0.860975 -1.386903 -0.7 0.7 -0.2 0.21
C -4.055092 -1.343612 -1.904342 0.8 -0.5 -0.8 -0.95
C -2.661758 -0.968874 0.091693 1.4 -1.0 0.5 -0.66
C 1.474309 -0.149744 -1.460294 0.9 -0.2 1.4 -1.82
C 1.317067 -1.464016 -0.568838 1.6 0.4 0.1 0.20
C 2.738989 -2.130813 -0.181017 -1.2 0.0 -1.2 -1.00
Cl 0.605271 -0.936505 1.079738 0.0 -0.3 -0.5 -0.21
P 1.503959 -1.501760 -4.183767 0.6 -0.6 -3.8 1.09
O 1.840024 -0.976435 -5.575506 0.1 -0.7 2.3 -0.77
O 2.870394 -2.126043 -3.405768 -1.6 -0.8 -0.6 -0.51
O 0.506340 -2.874579 -4.481718 0.5 1.2 1.2 -0.63
H 1.334959 4.429847 -1.300800 0.3 -1.6 -1.0 0.33
H 0.919762 1.721659 -4.699045 0.3 -0.2 1.1 0.41
H 2.364650 0.967720 -3.898128 -1.3 0.6 0.0 0.42
H -0.487197 -1.205722 -2.548527 0.3 -0.4 0.2 -0.23
H -0.587641 0.001424 -4.154116 0.2 -0.3 -0.2 0.25
H -0.656691 1.534224 -1.134339 -0.2 -0.6 -0.8 0.27
H -1.148732 1.962397 -2.820706 -0.1 -1.1 1.1 0.41
H -4.916872 -1.002522 -1.261607 0.7 -0.3 -0.8 0.28
H -3.991441 -2.481581 -1.966225 -0.3 1.4 0.4 0.32
H -4.147660 -1.001481 -2.984420 -0.2 -0.3 1.5 0.33
H -2.225910 -0.031675 0.562476 -0.7 -1.1 -0.5 0.12
H -3.639103 -1.281232 0.578125 0.9 0.8 -0.8 0.30
H -1.930631 -1.813506 0.324495 -0.9 1.1 0.0 0.19
H 1.342872 0.709232 -0.724570 0.0 -0.9 -1.2 0.60
H 2.541102 -0.008795 -1.843752 -1.2 -0.6 0.6 0.44
H 0.600402 -2.223619 -0.986521 0.6 0.9 0.5 0.49
H 3.519390 -1.358391 -0.422283 -0.6 -1.0 0.6 0.29
H 2.849107 -3.009155 -0.898480 0.2 1.0 1.1 0.14
H 2.734255 -2.473430 0.889769 0.2 0.3 -1.2 0.39
H 2.669771 -3.058681 -3.184985 0.3 0.5 -0.1 0.28
H -0.412815 -2.570872 -4.301206 0.8 -0.3 0.0 0.35
C -0.218045 1.726410 3.459651 -0.1 0.3 0.2 -0.91
C 0.010092 0.465344 4.267585 -0.3 -0.1 -0.9 -0.09
O 0.700033 0.764335 5.496152 0.0 0.2 1.1 -0.35
C -0.056154 1.231853 6.497634 -0.5 -0.5 -1.6 0.34
O -1.240518 1.415621 6.430386 0.5 0.1 0.6 -0.51
C 0.796275 1.457643 7.746578 0.9 0.4 1.3 0.88
F 1.954064 2.089740 7.471181 -0.4 -0.2 -0.2 -0.24
F 1.124934 0.292265 8.341737 -0.3 0.1 -0.4 -0.25
F 0.166278 2.199084 8.672633 -0.1 -0.3 -0.6 -0.25
H 0.725822 2.249904 3.291687 0.0 -0.2 -0.1 0.29
H -0.668449 1.488716 2.494859 0.1 -0.1 0.0 0.15
H -0.877211 2.418811 3.987813 -0.1 -0.1 0.0 0.38
H 0.650579 -0.216902 3.707803 0.2 0.1 0.3 0.28
H -0.925468 -0.061739 4.467423 0.1 0.2 0.2 0.29
```
Positions in Å, forces in eV/Å.

Lowest unoccupied orbital energy: 2.389 eV
Net charge: -1
Spin multiplicity: 1
Highest occupied orbital energy: -4.89 eV
F_max: 3.89 eV/Å
Frontier orbital gap: 7.28 eV

Entry 3:
C14H26LiN3OS as an isolated structure in a non-equilibrium geometry, computed with ωB97M-V with the def2-TZVPD basis set.

Geometry as XYZ:
```
46
Properties=species:S:1:pos:R:3:forces:R:3:mulliken_charge:R:1
Li 1.322096 -0.782485 0.366059 -0.6 -0.3 0.1 1.03
N -2.190404 -1.230985 4.225659 -0.2 0.0 0.1 -0.19
C -0.788704 -1.411585 3.697459 0.7 -0.1 -0.1 -0.02
C -0.684704 -2.701385 2.886459 -0.1 0.0 -0.2 -1.56
C -0.980904 -2.552685 1.381459 -0.7 -0.1 0.1 0.76
N 0.270196 -2.517885 0.616859 0.3 -0.1 -0.1 -0.75
C -1.802404 -1.298885 1.073259 0.3 0.0 0.0 -1.64
C -1.178804 0.009515 1.587959 -0.5 0.0 0.3 0.32
N -0.245004 0.533915 0.598759 0.0 0.2 -0.1 -0.53
C -0.384404 -0.187885 2.891959 -0.2 0.1 0.0 -1.05
H -2.459104 -2.017085 4.832659 0.0 0.2 -0.2 0.40
H -2.851004 -1.174585 3.437059 0.0 0.0 0.4 0.25
H -2.252704 -0.366785 4.778859 -0.1 -0.2 -0.1 0.41
H -0.141804 -1.489485 4.575059 -0.2 0.0 0.0 0.46
H -1.340304 -3.461385 3.312859 0.0 -0.1 0.1 0.28
H 0.332296 -3.077585 2.994959 0.0 0.0 0.2 0.42
H -1.579204 -3.424885 1.071859 0.2 0.2 0.1 0.45
H 0.030996 -2.628985 -0.365941 0.0 -0.1 -0.1 0.35
H 0.807196 -3.350885 0.845859 0.1 0.0 -0.1 0.23
H -2.817604 -1.426185 1.460959 0.0 0.0 -0.1 0.31
H -1.910204 -1.213885 -0.008541 -0.2 0.0 -0.1 0.63
H -1.997604 0.731715 1.763459 0.2 -0.2 0.0 0.34
H 0.145596 1.405615 0.950059 0.1 0.0 -0.1 0.29
H -0.738204 0.783815 -0.253241 0.0 0.0 -0.1 0.15
H -0.447104 0.713115 3.505359 0.1 0.0 0.0 0.50
H 0.666796 -0.322185 2.626359 0.0 0.0 0.2 0.19
C -1.529204 2.203515 -4.589541 -0.1 0.0 -0.1 -1.44
C -0.425204 1.988515 -3.607941 0.1 0.0 0.2 0.79
C 0.257696 0.773115 -3.543941 0.1 0.0 0.1 -1.05
C 1.296696 0.586015 -2.648941 0.1 -0.1 0.1 -0.25
C 1.678696 1.620315 -1.806841 0.3 0.4 0.2 0.21
C 0.995996 2.828015 -1.840941 0.2 0.0 0.2 -0.42
C -0.047104 3.005315 -2.733341 -0.1 -0.1 -0.1 -0.61
S 3.051996 1.417515 -0.645341 -0.3 0.0 -1.3 0.40
C 4.338696 1.028115 -1.866141 -0.1 0.1 0.3 -1.03
O 2.715196 0.114615 0.040659 0.9 0.0 0.2 -0.72
H -1.442204 1.528515 -5.434941 0.0 -0.1 -0.1 0.39
H -1.517204 3.223815 -4.961041 0.0 0.1 -0.1 0.40
H -2.498804 2.039915 -4.120441 -0.1 0.0 0.0 0.29
H -0.002204 -0.023785 -4.225441 -0.1 -0.1 -0.1 0.40
H 1.825996 -0.357485 -2.616041 0.0 -0.1 -0.1 0.53
H 1.292296 3.634915 -1.185341 0.0 0.1 0.0 0.48
H -0.566304 3.950515 -2.767941 0.0 0.1 0.0 0.45
H 4.010096 0.262015 -2.561841 -0.2 -0.1 0.1 0.33
H 5.222596 0.690815 -1.332541 0.0 0.1 0.1 0.41
H 4.557296 1.945715 -2.405641 0.0 0.1 0.0 0.40
```
Positions in Å, forces in eV/Å.

Lowest unoccupied orbital energy: -5.843 eV
Net charge: +2
Spin multiplicity: 1
Highest occupied orbital energy: -14.47 eV
F_max: 1.30 eV/Å
Frontier orbital gap: 8.63 eV